Record 1
C12H16B2F10NO6Pd | the ωB97M-V functional and the def2-TZVPD basis

```
48
C12H16B2F10NO6Pd the ωB97M-V functional and the def2-TZVPD basis
C 3.07 0.13 3.75
N 3.21 0.88 2.47
C 3.99 0.14 1.47
B 1.91 1.33 2.04
O 1.18 2.31 2.53
B 0.91 0.36 0.76
O -0.04 -0.37 1.38
C -1.14 -0.50 0.48
C -1.25 -1.98 0.10
F -0.10 -2.41 -0.45
F -2.25 -2.10 -0.80
C -1.59 -2.90 1.31
F -0.47 -3.10 2.01
F -2.48 -2.26 2.09
C -2.18 -4.29 0.90
F -1.87 -5.20 1.83
F -1.66 -4.68 -0.27
F -3.51 -4.20 0.80
C -0.88 0.55 -0.69
C -1.89 1.70 -0.61
C -1.26 3.04 -0.93
O -0.81 3.35 -2.00
O -1.28 3.85 0.14
C -0.58 0.00 -2.11
C -1.43 0.54 -3.27
O -2.63 -0.18 -3.46
C -0.61 0.48 -4.55
F -1.35 0.75 -5.63
F -0.05 -0.75 -4.73
F 0.41 1.37 -4.49
O 0.43 1.11 -0.24
H 2.59 -0.84 3.56
H 2.47 0.71 4.46
H 4.06 -0.04 4.16
H 3.62 -0.90 1.38
H 5.03 0.09 1.80
H 3.95 0.64 0.51
H 1.58 3.22 2.15
H 1.87 -0.38 0.35
H -2.06 -0.24 1.02
H -2.70 1.54 -1.33
H -2.32 1.74 0.40
H -0.68 4.60 -0.04
H 0.47 0.22 -2.32
H -0.67 -1.08 -2.14
H -1.67 1.60 -3.13
H -2.62 -1.00 -2.94
Pd 3.32 3.16 2.24
```

Results
LUMO energy = -7.07 eV
Kohn-Sham gap = 0.200 Ha
HOMO = -12.52 eV
charge = +1
spin multiplicity = 1



Record 2
C12H16BF4IMoNO5 | the ωB97M-V functional and the def2-TZVPD basis

```
41
C12H16BF4IMoNO5 the ωB97M-V functional and the def2-TZVPD basis
Mo 1.01 0.41 -0.02
N 3.27 0.19 -0.15
C 4.16 1.38 -0.04
C 3.83 2.46 -1.07
C 2.50 3.06 -0.75
O 2.22 4.19 -0.51
O 1.52 2.08 -0.71
H 3.47 -0.43 0.63
H 3.50 -0.32 -0.99
H 5.20 1.07 -0.14
H 4.03 1.78 0.96
H 3.79 2.04 -2.08
H 4.60 3.23 -1.05
I -7.76 -0.08 -0.24
C -5.70 0.11 -0.16
C -5.04 0.83 -1.15
C -3.66 0.95 -1.10
C -2.95 0.35 -0.06
C -3.62 -0.36 0.94
C -4.99 -0.48 0.89
C -1.50 0.45 -0.03
O -0.81 1.04 -0.91
O -0.79 -0.09 0.90
H -5.59 1.29 -1.95
H -3.13 1.50 -1.87
H -3.06 -0.80 1.75
H -5.52 -1.03 1.66
C 0.70 -3.79 -0.74
C -0.15 -2.54 -0.69
O 0.65 -1.37 -1.08
H 0.12 -4.63 -0.39
H 1.57 -3.68 -0.10
H 1.03 -4.02 -1.76
H -0.51 -2.34 0.31
H -1.00 -2.58 -1.38
H 1.13 -1.58 -1.89
F 0.57 1.44 2.92
B 1.48 0.63 3.42
F 1.51 -0.89 1.33
F 2.74 0.78 3.00
F 1.19 -0.28 4.31
```

Results
LUMO energy (spin up / spin down) = -4.16 / -4.58 eV
Kohn-Sham gap (spin up / spin down) = 0.268 / 0.254 Ha
<S²> = 2.009
HOMO (spin up / spin down) = -11.47 / -11.49 eV
charge = +1
spin multiplicity = 3



Record 3
C12H16BrClN4O5P | the ωB97M-V functional and the def2-TZVPD basis

```
40
C12H16BrClN4O5P the ωB97M-V functional and the def2-TZVPD basis
C 4.43 0.66 -0.47
C 3.30 1.24 -1.32
Cl 3.88 2.78 -2.08
C 2.07 1.61 -0.50
C 0.80 1.68 -1.34
N -0.23 2.51 -0.65
C -1.10 1.56 -0.11
N -1.50 1.52 1.13
N -1.36 0.60 -1.09
P -2.46 1.02 -2.34
O -1.76 2.28 -3.11
Br -3.83 2.13 -0.99
C 0.05 0.29 -1.56
N 0.56 -0.82 -0.84
H 4.09 0.52 0.55
H 4.75 -0.32 -0.83
H 5.28 1.33 -0.42
H 3.03 0.59 -2.14
H 1.97 0.91 0.33
H 2.26 2.58 -0.05
H 1.05 2.07 -2.32
H 0.15 3.09 0.10
H -2.36 0.92 1.57
H -1.05 2.12 1.81
H -1.64 3.05 -2.53
H -0.04 0.03 -2.61
H 1.19 -0.63 -0.08
H 0.91 -1.57 -1.41
C -1.96 -3.27 0.59
C -1.41 -4.18 1.53
C -1.36 -3.69 3.01
O -0.96 -4.44 3.89
C -1.77 -2.34 3.28
C -2.29 -1.48 2.34
C -2.43 -2.00 0.90
O -2.96 -1.22 0.08
O -2.65 -0.27 2.53
O -0.98 -5.30 1.27
H -2.03 -3.56 -0.45
H -1.66 -2.01 4.31
```

Results
LUMO energy = 1.80 eV
Kohn-Sham gap = 0.172 Ha
HOMO = -2.88 eV
charge = -1
spin multiplicity = 1



Record 4
C12H16Cl3NPm | the ωB97M-V functional and the def2-TZVPD basis

```
33
C12H16Cl3NPm the ωB97M-V functional and the def2-TZVPD basis
Pm 0.77 0.00 0.23
Cl 0.63 -2.51 -0.28
Cl 1.72 2.35 0.68
C 2.92 -0.23 -1.54
H 3.45 0.36 -0.78
H 3.42 -1.14 -1.90
C -1.35 0.73 -0.44
C 1.82 0.24 -2.18
H -2.32 0.77 0.06
C 1.18 -0.53 -3.32
H 1.44 1.26 -2.01
C -0.10 0.16 -3.83
H 1.89 -0.60 -4.16
H 0.97 -1.57 -3.00
C -1.31 -0.03 -2.90
H 0.10 1.23 -4.01
H -0.37 -0.29 -4.80
C -1.48 1.12 -1.86
H -2.21 -0.02 -3.53
H -1.25 -1.00 -2.39
H -0.71 1.91 -1.97
H -2.46 1.61 -2.04
Cl -1.24 2.08 5.69
C -0.87 0.71 4.74
C -0.87 -0.56 5.32
C -0.56 -1.65 4.49
C -0.25 -1.41 3.14
N -0.20 -0.18 2.62
C -0.55 0.88 3.38
H -1.10 -0.67 6.37
H -0.54 -2.65 4.87
H -0.02 -2.23 2.46
H -0.54 1.86 2.91
```

Results
LUMO energy (spin up / spin down) = 2.57 / 2.57 eV
Kohn-Sham gap (spin up / spin down) = 0.126 / 0.136 Ha
<S²> = 6.091
HOMO (spin up / spin down) = -0.85 / -1.14 eV
charge = -1
spin multiplicity = 5
energy above the lowest of the compared OMol25 structures with the same formula, charge and spin = 37.5 kcal per mole



Record 5
C12H16FI2N2O3S | the ωB97M-V functional and the def2-TZVPD basis

```
37
C12H16FI2N2O3S the ωB97M-V functional and the def2-TZVPD basis
C -3.08 4.23 -0.42
C -3.81 3.00 0.38
I -5.72 3.48 1.41
C -3.25 1.59 0.45
I -4.53 0.17 1.59
N -1.94 1.22 -0.19
C -1.17 0.31 0.74
C -1.26 -1.33 0.81
C -0.42 -2.26 1.91
C 0.57 -1.50 2.99
C 0.68 0.15 2.93
C -0.16 1.06 1.84
S -2.12 0.56 -1.80
O -2.09 1.79 -2.78
O -0.96 -0.37 -2.25
F -3.69 -0.14 -1.93
H -3.04 3.96 -1.57
H -3.74 5.20 -0.27
H -2.00 4.41 0.01
H -1.98 -1.88 0.05
H -0.58 -3.43 1.86
H 1.14 -2.17 3.77
H 1.39 0.69 3.69
H -0.06 2.23 1.82
C 2.10 -0.70 -2.37
C 2.53 -1.21 -1.04
O 2.18 -0.77 0.04
N 3.34 -2.37 -0.93
C 4.63 -2.13 -0.25
H 1.50 0.20 -2.24
H 2.98 -0.47 -2.98
H 1.49 -1.46 -2.87
H 3.45 -2.83 -1.84
H 2.81 -2.96 -0.28
H 5.25 -1.49 -0.88
H 5.12 -3.11 -0.12
H 4.45 -1.68 0.73
```

Results
LUMO energy = -3.72 eV
Kohn-Sham gap = 0.262 Ha
HOMO = -10.85 eV
charge = +1
spin multiplicity = 1



Record 6
C12H16IN6O3 | the ωB97M-V functional and the def2-TZVPD basis

```
38
C12H16IN6O3 the ωB97M-V functional and the def2-TZVPD basis
C 1.40 -1.84 1.61
C 2.36 -1.01 0.76
N 2.05 -1.08 -0.69
N 1.57 0.12 -1.21
C 0.45 0.39 -1.86
C -0.59 -0.64 -2.16
O -0.83 -1.42 -0.99
C -1.96 -1.04 -0.27
C -1.87 0.02 0.62
C -3.00 0.39 1.34
C -4.18 -0.31 1.17
C -4.25 -1.38 0.29
C -3.14 -1.74 -0.45
N 0.37 1.67 -2.21
C 1.50 2.23 -1.78
N 1.86 3.50 -1.91
I 0.65 4.85 -2.80
N 2.26 1.30 -1.17
N 3.51 1.49 -0.60
C 4.46 0.91 -1.17
O 5.33 0.36 -1.69
H 1.25 -1.34 2.57
H 1.80 -2.82 1.84
H 0.42 -1.95 1.15
H 2.36 0.02 1.11
H 3.37 -1.39 0.89
H 1.26 -1.71 -0.79
H -1.48 -0.10 -2.47
H -0.26 -1.32 -2.94
H -0.93 0.54 0.76
H -2.92 1.21 2.04
H -5.05 -0.03 1.74
H -5.17 -1.93 0.15
H -3.15 -2.56 -1.16
H 2.74 3.82 -1.54
O -1.05 1.06 3.74
H -0.85 0.16 4.00
H -0.31 1.58 4.07
```

Results
LUMO energy = -3.63 eV
Kohn-Sham gap = 0.304 Ha
HOMO = -11.90 eV
charge = +1
spin multiplicity = 1
energy above the lowest of the compared OMol25 structures with the same formula, charge and spin = 0.0 kcal per mole



Number 1: energy -58478.484 eV. Number 2: energy -45935.106 eV. Number 3: energy -120756.002 eV. Number 4: energy -68315.641 eV. Number 5: energy -51559.921 eV. Number 6: energy -35877.142 eV.